The following is a quantum chemistry calculation of a cluster of 8 separate species, BH18O7 in total at a distorted geometry, from the OMol25 dataset.

Output
- Charge: -1
- LUMO: 3.044 eV
- Relative energy (zero: lowest compared OMol25 entry of this formula, charge and spin): 0.470 eV
- Kohn-Sham gap: 9.7 eV
- Energy: -15302.0272 eV

Last columns: bonded neighbours and bond lengths (Å).
Element x y z (Å)
1 H 1.697 -2.179 0.450  O23 0.960
2 O -2.760 -2.873 0.812  H8 0.973, H14 0.949
3 O 3.102 1.388 -1.150  H5 0.916, H11 0.928
4 O 0.039 -2.229 -2.707  H22 0.945, H25 0.977
5 H 2.438 1.067 -0.607  O3 0.916
6 O -1.472 1.217 -1.963  H20 0.960, H21 0.958
7 B 0.388 -0.295 0.866  H12 1.269, H15 1.234, H19 1.226, H24 1.251
8 H -1.816 -2.650 0.751  O2 0.973
9 O 0.778 3.146 -0.132  H16 0.976, H17 0.994
10 H -1.755 1.849 2.414  O18 0.943
11 H 2.715 2.061 -1.657  O3 0.928
12 H -0.675 0.364 1.080  B7 1.269
13 H 2.989 -2.801 0.885  O23 0.952
14 H -2.723 -3.818 0.890  O2 0.949
15 H 0.683 -0.499 -0.316  B7 1.234
16 H 0.664 2.253 0.246  O9 0.976
17 H 0.148 3.730 0.369  O9 0.994
18 O -2.401 2.532 2.336  H10 0.943, H26 0.981
19 H 0.318 -1.382 1.429  B7 1.226
20 H -1.051 0.835 -1.189  O6 0.960
21 H -1.680 2.070 -1.580  O6 0.958
22 H -0.346 -1.509 -3.183  O4 0.945
23 O 2.326 -2.863 0.206  H1 0.960, H13 0.952
24 H 1.336 0.308 1.416  B7 1.251
25 H 0.299 -1.759 -1.891  O4 0.977
26 H -3.240 2.035 2.225  O18 0.981

Results of the Löwdin charge analysis, in e, for atoms 1 through 8:
1 H -0.06
2 O -0.06
3 O -0.02
4 O -0.07
5 H -0.06
6 O -0.07
7 B -0.41
8 H 0.03